[1]
42
Properties=species:S:1:pos:R:3 method="wB97M-V/def2-TZVPD" e_lumo_ha="-0.0498 / -0.0511" orbital_gap_ev="6.79 / 6.66" e_homo_ev="-8.145 / -8.050" multiplicity=2 relative_energy_kj_mol=0.0 s_squared=0.76
Ru 0.0599 2.4583 -0.0702
Br -5.9037 -1.3969 -0.5950
Se -0.5151 1.7566 2.1317
S 0.3471 4.7257 -0.2164
S 2.3431 2.7128 -0.2388
O -0.2106 0.5336 -0.7723
O -2.1450 2.2938 -0.4812
N 1.7506 -0.0041 2.9773
N 0.6164 -1.8355 -0.5938
N 2.3397 7.7240 1.1001
N -0.6999 -3.5566 -0.5660
N 5.4348 4.5506 1.0253
C 0.8957 0.6828 2.6192
C -1.4475 0.0833 -0.7064
C 2.8084 -3.0723 -0.2905
C 4.3491 4.8727 0.8249
C -4.1033 -0.8173 -0.6229
C 2.6348 6.6368 0.8684
C -0.6558 -2.2160 -0.6503
C -3.0911 -1.7286 -0.6944
C 1.4350 -2.9477 -0.4342
C 2.4514 -5.4739 -0.1427
C -3.8359 0.5577 -0.5442
C 0.5936 -4.0557 -0.4235
C 2.9951 5.2756 0.5755
C -1.7557 -1.2866 -0.7192
C 1.0811 -5.3464 -0.2809
C -2.5349 0.9807 -0.5806
C 2.0907 4.4097 0.0552
C 3.2988 -4.3557 -0.1448
C -3.0996 3.2369 0.0335
H -1.5446 -4.1006 -0.5587
H 3.4560 -2.2063 -0.2773
H -3.4735 2.8908 0.9981
H 4.3633 -4.5022 -0.0225
H 2.8798 -6.4596 -0.0237
H 0.4270 -6.2081 -0.2711
H -2.5651 4.1733 0.1487
H -4.6553 1.2551 -0.4495
H -3.9182 3.3610 -0.6739
H 0.8307 -0.8171 -0.5942
H -3.3276 -2.7844 -0.7187

[2]
19
Properties=species:S:1:pos:R:3 method="wB97M-V/def2-TZVPD" charge=+1 e_lumo_ha=-0.1427 orbital_gap_ev=10.19 e_homo_ev=-14.077 relative_energy_kj_mol=93.2
N -0.6150 2.1835 1.3929
C 1.6661 -2.5754 0.1802
C -0.2561 1.4478 0.0858
C 0.4298 -2.3189 -0.6470
C -1.2835 1.6518 -1.0004
H 0.7618 1.7361 -0.1549
H 0.0663 2.9429 1.5090
H -0.5545 1.6001 2.2350
H 0.3302 -3.0235 -1.4854
H -1.7626 0.7082 -1.2672
H -1.5474 2.5726 1.3656
H -0.9298 2.0368 -1.9527
H 1.5926 -3.3510 0.9360
H 2.6050 -2.6398 -0.3775
H -0.2474 0.3999 0.3736
H -2.1572 2.2599 -0.7440
H 0.3857 -1.3200 -1.0746
H -0.4819 -2.6204 -0.1380
H 1.9979 -1.6907 0.7637

[3]
63
Properties=species:S:1:pos:R:3 method="wB97M-V/def2-TZVPD" charge=+2 e_lumo_ha="-0.2319 / -0.2880" orbital_gap_ev="6.75 / 5.58" e_homo_ev="-13.063 / -13.418" multiplicity=5 s_squared=6.04
Ru 0.5085 -0.1304 0.1740
Cl 0.3641 -4.3534 -2.2054
Cl -3.9265 5.3946 -1.5839
Cl -3.3844 -6.1352 1.3061
S 2.5312 0.2577 -1.2981
O -0.7612 0.4072 -1.2217
O 0.3097 -2.1279 -0.5772
N 2.0472 2.1114 -3.2451
N 1.3466 0.1152 -3.7673
N 1.7283 -0.5919 1.7944
N 0.3818 1.6256 1.2234
N -1.4538 -1.3628 1.2619
C -2.5235 1.6967 -2.0940
C -1.4393 -5.2326 -0.3214
C -0.5211 -2.9318 -0.2227
C -2.3344 -1.0870 2.2029
C 1.0526 0.8249 -4.9666
C 2.5194 2.7743 4.0239
C 2.7436 0.3989 3.7684
C -1.4535 1.5289 -1.2032
C -3.0780 3.8875 -1.3333
C -3.2391 2.8458 -2.2469
C -2.4331 -3.6041 1.2153
C -3.3002 -3.2756 2.2851
C -2.3222 -4.9645 0.6724
C 1.6739 2.8744 2.9175
C 1.5944 2.2226 -4.6453
C 1.8761 0.8650 -2.7697
C 3.0025 -1.9282 3.3418
C -1.2805 2.6052 -0.2696
C 2.3304 -1.7477 2.1478
C -0.4171 2.6077 0.8539
C 3.2263 -0.8145 4.1504
C -0.6519 -4.1866 -0.8477
C -3.2547 -1.9884 2.7763
C 2.9529 1.5964 4.4954
C -1.5482 -2.6045 0.8176
C 1.3495 1.7337 2.2441
C 0.7711 -1.2175 -3.5410
C -2.1083 3.7726 -0.3756
C 1.9351 0.4713 2.5994
H 1.1602 3.7820 2.6227
H 0.8154 2.9967 -4.6763
H 2.1144 -2.4953 1.3963
H -3.9218 -1.7101 3.6645
H -1.3529 -6.2362 -0.7688
H 1.2978 -1.7306 -2.7818
H 3.4204 -2.9239 3.5613
H 2.4012 2.5038 -5.2793
H 0.0072 0.7158 -5.2275
H -3.9298 2.9527 -3.0479
H 3.5928 1.6533 5.4094
H 2.2601 2.8642 -2.6371
H -4.0693 -3.9233 2.6664
H 3.7683 -0.9830 5.0571
H -2.2880 -0.0546 2.5690
H -0.3535 3.4760 1.5001
H -0.2842 -1.1300 -3.2372
H 2.6752 3.6897 4.5417
H -2.0238 4.6250 0.3406
H 0.8696 -1.6957 -4.5171
H 1.6476 0.3308 -5.7883
H -2.6213 0.9598 -2.9045

[4]
12
Properties=species:S:1:pos:R:3 method="wB97M-V/def2-TZVPD" charge=+4 e_lumo_ha="-0.7203 / -0.9070" orbital_gap_ev="11.70 / 3.95" e_homo_ev="-31.297 / -28.630" relative_energy_kj_mol=181.5
Sc -1.1949 1.1329 2.6710
O -0.8394 -0.0395 -0.2658
O 1.2689 -0.6764 -0.9658
O -0.2006 -2.3494 -1.4363
C -0.3038 1.1002 -1.0135
C 0.2180 -1.3628 -0.9993
C 1.1791 0.8088 -0.9044
H -0.6106 2.0741 -0.6288
H -0.6546 1.0619 -2.0499
H -1.7391 -0.3024 -0.5327
H 1.5670 1.0976 0.0780
H 1.7564 1.1730 -1.7573

[5]
21
Properties=species:S:1:pos:R:3 method="wB97M-V/def2-TZVPD" e_lumo_ha=0.0377 orbital_gap_ev=8.32 e_homo_ev=-7.296 relative_energy_kj_mol=145.2 smiles=CC(C)c1c[nH]cc1N
N -2.2994 -1.5576 0.1874
N -1.9454 1.9325 -0.3423
C 1.7493 -0.6305 -1.1403
C -0.5605 -0.1833 -0.1602
C -1.9643 0.5903 -0.0701
C -0.9814 -1.4942 0.0429
C 1.5053 0.5271 1.0612
C -2.9276 -0.3287 0.1612
C 0.8465 0.3542 -0.3548
H -2.6783 2.3479 0.0998
H 1.3340 -0.4949 1.4634
H 0.7909 1.3769 -0.7293
H -0.4312 -2.3319 -0.0710
H -2.8109 -2.4204 0.5715
H -4.0488 -0.2825 0.3089
H 1.4912 -1.6872 -0.8324
H 2.7180 -0.5274 -0.7247
H 1.7936 -0.3965 -2.1910
H 1.2080 1.3568 1.6265
H -1.0171 2.2823 -0.1789
H 2.6735 0.7865 0.8549

[6]
56
Properties=species:S:1:pos:R:3 method="wB97M-V/def2-TZVPD" charge=+2 e_lumo_ha="-0.2130 / -0.3698" orbital_gap_ev="6.39 / 4.87" e_homo_ev="-12.187 / -14.928" multiplicity=6 relative_energy_kj_mol=0.0 s_squared=8.79
Ru 0.3488 0.2972 -0.1078
S 0.1660 -1.6455 1.3466
S 0.4444 2.1538 2.8954
P -1.7684 0.1786 -0.4258
P 2.3424 -0.3187 -0.5387
O 1.8686 2.3912 2.9026
O -1.6305 -2.8995 -5.7790
O 0.0295 -3.9453 -1.5103
O -0.4559 3.1982 2.4663
N 0.5073 1.0395 -2.0969
N 0.1622 0.7340 1.8982
C -0.5232 1.6331 -4.1105
C -1.3305 0.8480 6.3452
C -1.0712 -1.0058 4.8143
C -2.7708 1.3905 0.4549
C 1.8492 1.9644 -3.7832
C -0.2175 1.1821 4.2338
C -0.6297 1.2180 -2.7982
C -1.9347 0.9071 -2.1485
C 0.7099 2.0942 -4.5646
C 3.4554 -0.4027 0.8126
C -2.6741 -1.3697 -0.4513
C 2.7412 -1.8656 -1.4413
C 2.9397 0.9265 -1.7425
C 1.7354 1.3540 -2.5497
C -1.5350 -0.4936 6.0224
C -0.3868 -0.1762 3.9203
C -0.0077 -0.4223 2.5452
C -0.6837 1.6928 5.4381
H 3.0540 -2.6145 -0.6992
H 0.2712 -4.7588 -1.0615
H 0.2594 -3.2307 -0.9219
H -2.0622 -2.1407 -0.9414
H 0.7978 2.6176 -5.5042
H 3.4819 1.7312 -1.2314
H -3.5986 -1.1799 -1.0150
H -3.0877 0.9747 1.4211
H 2.8689 2.1258 -4.1019
H 4.4715 -0.2515 0.4556
H 3.1952 0.3537 1.5377
H -2.0495 -1.1640 6.7046
H -3.6211 1.6332 -0.2020
H -2.2205 -3.5332 -5.3227
H 1.9179 -2.2726 -2.0400
H -2.4515 1.8413 -1.9054
H -1.2457 -2.0352 4.5204
H -0.8614 -2.8312 -5.1903
H 3.6877 0.4773 -2.4116
H -1.4312 1.7678 -4.6690
H 3.3239 -1.3914 1.2399
H -2.8925 -1.6807 0.5811
H -1.7123 1.2052 7.2992
H -0.6042 2.7471 5.6594
H 3.5746 -1.6532 -2.1237
H -2.1376 2.2706 0.6170
H -2.6080 0.3337 -2.7423

Going through the records in order, we get total energy values of -191067.898; -5857.888; -92946.450; -29971.967; -10431.972; -73084.994 eV.